No. 1
63
Properties=species:S:1:pos:R:3:forces:R:3 method="wB97M-V/def2-TZVPD" lumo_energy_ev="-7.318 / -7.712" s_squared=3.77 total_charge=+2 e_above_lowest_kcal_mol=0.0 spin_multiplicity=4
H -1.9236 -2.5487 -0.8213 0.31 -0.22 0.09
C -2.2877 2.5149 0.9544 -0.41 0.28 -0.38
H 0.1740 -0.2160 8.6266 0.01 0.09 -0.25
Re 0.3803 -0.1263 0.6312 0.51 -0.06 3.49
H 0.7189 0.6247 -5.7065 0.26 -0.03 0.35
C 0.1982 -0.2092 -1.3518 0.56 1.56 -1.97
H -1.1711 -2.1694 -3.1133 0.24 -0.19 -0.43
H 0.3325 -1.8378 2.8297 -0.19 0.08 -0.28
H 1.3072 1.6903 -2.9565 -0.40 0.15 -0.34
H -2.7454 1.7222 0.3407 0.16 0.28 0.32
H -1.1283 2.0994 -2.8506 0.21 -0.39 0.16
C 0.7896 -1.7732 -3.8156 -1.13 -0.55 -0.79
H 2.7473 -2.4579 -0.1918 -0.22 -0.13 -0.13
H 2.2411 1.1371 -4.9662 -0.38 -0.20 -0.10
H -0.8051 -0.7228 -5.7608 -0.15 -0.15 0.48
C 1.3236 0.5495 -4.7911 0.45 -0.56 -0.46
C 0.3658 0.8148 4.9280 -0.10 -0.21 -0.06
H -1.9907 1.2480 -5.1955 -0.08 -0.20 0.23
O -0.6256 1.8171 3.0269 0.43 0.13 0.06
C -1.3337 -0.7913 -4.7976 -0.42 0.68 -0.12
H -0.7722 -2.7187 1.7576 -0.11 0.32 0.58
C -0.4221 -1.7102 2.0426 -0.82 -0.84 0.59
O 1.1256 0.4160 2.7133 0.03 1.02 0.15
H 0.9894 -0.5062 -2.0415 -0.35 -0.03 0.27
C 0.4296 3.5649 1.2673 0.27 0.13 -0.30
P -0.5965 2.0882 1.3578 -0.11 -1.49 1.21
H -2.2759 3.4448 0.3628 -0.17 -0.27 0.28
C 1.5048 0.2617 5.5304 -0.23 -0.08 0.37
H -1.1439 -3.9502 -0.0154 -0.07 0.00 -0.29
C -0.8989 0.6324 6.9576 -0.10 0.08 -0.05
C -0.5472 -1.5901 -3.7988 0.74 -0.91 -0.67
C -1.7461 0.6279 -4.3162 -0.38 -0.30 -0.52
H 2.4153 0.1505 4.9398 -0.24 -0.07 0.28
H 1.9883 -3.1539 -1.6658 -0.12 -0.10 0.27
C 0.2282 0.0790 7.5797 0.04 0.02 -0.34
P 0.3742 -2.1770 -0.1917 0.18 0.63 -0.22
C -1.0090 -3.1581 -0.7653 -0.16 0.11 0.10
H 0.0549 4.2088 0.4605 0.19 -0.09 0.19
C -0.8388 1.0047 5.6178 0.30 0.08 0.44
H -1.8316 0.7810 7.5099 0.43 -0.12 -0.14
H -2.2656 -1.3493 -4.9922 0.39 0.15 -0.04
H 1.2099 -2.7023 -3.4218 -0.15 0.38 0.55
C 0.3602 1.0198 3.4985 -0.19 -0.28 -0.56
C 1.8948 -3.0286 -0.5808 0.29 -0.30 0.60
C 1.4272 -0.1086 6.8713 -0.02 0.19 -0.09
C 0.4100 1.2419 -0.8401 0.23 -0.07 -1.50
H -1.2977 -1.1623 2.4176 0.10 -0.38 0.05
H 1.4012 1.6603 -1.0562 -0.19 -0.07 0.21
H 1.8561 -3.9969 -0.0673 0.18 -0.09 -0.27
H -0.7785 -0.3550 -1.8184 0.23 -0.06 0.21
H -2.6804 0.5495 -3.7346 0.27 0.08 -0.15
H -2.8839 2.6609 1.8646 0.18 0.03 -0.22
H 0.4042 4.1126 2.2192 -0.13 -0.16 -0.25
H 2.3010 -0.5301 7.3727 -0.33 0.15 -0.15
H 2.7317 -0.9257 -4.0024 -0.27 -0.03 -0.12
C 1.7757 -0.9232 -4.5536 0.11 0.28 -0.51
H -0.3713 1.9119 -1.2143 0.24 -0.14 0.46
H 2.0000 -1.3741 -5.5351 0.06 0.08 0.28
H -1.6839 1.4465 5.0907 0.15 -0.20 0.33
C -0.7160 1.3202 -3.4967 1.28 0.78 -0.94
H 1.4663 3.2758 1.0450 -0.27 0.16 0.11
C 0.6221 1.1894 -3.6434 -1.15 1.09 -0.37
H -0.7783 -3.5940 -1.7445 0.00 -0.01 0.29


No. 2
83
Properties=species:S:1:pos:R:3:forces:R:3 method="wB97M-V/def2-TZVPD" lumo_energy_ev=0.231 smiles="CCOC(=O)C(F)(F)F.CCOC(=O)C(F)(F)F.CCOC(=O)C(F)(F)F.ClC(Cl)Cl.CN(C)C=O.CN(C)C=O.CN(C)C=O" e_above_lowest_kcal_mol=50.1 spin_multiplicity=1
F 27.8909 -25.1028 -16.7579 0.21 0.93 -0.28
H 25.3162 -30.3252 -9.4401 0.12 -0.67 -0.24
H 19.4015 -20.7434 -13.1263 -0.06 -0.31 -0.09
H 13.9557 -20.4872 -1.7562 0.12 0.03 -0.05
H 33.2781 -27.3959 -16.2379 -0.42 0.22 -0.20
H 24.2171 -23.8055 -12.9958 -0.37 0.21 0.16
H 27.0489 -22.7791 -3.9327 0.20 -0.03 -0.41
H 19.7554 -21.8952 -14.4907 1.22 0.06 0.33
H 20.2279 -18.5479 -13.0587 -0.07 -0.14 -0.13
O 25.6321 -27.5399 -8.0903 -1.55 -0.31 -3.39
F 19.1706 -20.5492 -2.2758 -0.06 0.59 -0.03
C 30.4814 -23.1920 -3.8852 -1.67 0.59 -0.14
H 30.9683 -23.6582 -4.7418 0.23 0.05 0.25
O 21.9427 -20.5507 -10.1395 2.43 -2.43 1.07
N 29.0766 -22.9256 -4.2869 -0.47 0.31 -2.42
F 18.6306 -21.1541 -4.2695 -0.17 0.02 0.24
O 21.5708 -18.0364 -14.5271 -0.66 0.71 0.95
C 20.7596 -19.9006 -16.1358 -1.15 -1.07 0.57
H 30.4767 -23.8258 -2.9985 0.00 0.03 -0.18
C 14.1124 -20.9496 -0.7817 1.78 0.38 -0.55
H 15.2674 -22.6346 -1.3022 0.03 -0.22 -0.17
H 21.2538 -19.0042 -16.5103 0.26 -0.41 0.59
O 23.1804 -22.3163 -10.8966 0.39 1.20 0.86
H 29.3634 -21.3807 -5.6525 0.23 -0.02 -0.47
H 23.9996 -29.0243 -11.5427 -0.29 -0.17 0.08
C 24.8464 -28.3396 -11.4952 -1.52 -0.19 -1.15
O 28.0593 -23.3629 -2.3002 0.19 0.09 -1.11
H 25.5040 -18.2043 -17.2425 0.81 0.46 0.10
C 15.4988 -21.7270 -0.7446 -3.64 -1.97 -0.76
H 13.3034 -21.6721 -0.6740 0.18 0.01 0.39
C 28.0238 -23.0422 -3.4939 -0.65 -0.25 2.59
O 29.7606 -24.5314 -14.5081 -0.23 -3.15 -2.72
C 25.2403 -27.5419 -9.2967 2.43 1.34 2.95
F 22.2445 -22.4271 -7.7995 0.20 -0.67 -0.22
H 30.8892 -22.2114 -3.6399 0.58 -0.19 -0.02
Cl 27.9075 -18.4300 -17.7033 -0.89 0.15 -0.06
C 22.7206 -21.4929 -9.9333 -1.96 1.37 -2.03
H 14.0949 -20.1611 -0.0293 -0.24 -0.14 0.06
C 33.0683 -27.0730 -15.2182 -0.89 0.06 0.01
H 32.6579 -27.9428 -14.7050 -0.31 0.15 0.06
H 22.3405 -22.2051 -12.7917 -0.48 0.34 0.38
H 18.4613 -20.9496 -14.6400 -0.48 0.75 0.17
H 15.6084 -22.1051 0.2718 0.98 0.61 0.04
H 29.4542 -23.0722 -6.3006 0.18 0.43 -0.39
C 28.5058 -25.9873 -15.9753 -0.71 0.28 -1.11
C 29.7560 -25.4719 -15.3381 2.15 3.43 2.58
H 23.3715 -20.8159 -12.5068 0.11 0.07 0.95
H 32.6375 -25.0535 -15.7756 -0.47 0.08 -0.43
H 21.3294 -20.8281 -16.0795 0.62 0.23 -0.88
C 26.1538 -18.5712 -18.0370 -0.29 0.23 0.10
Cl 25.6769 -20.2425 -18.1375 0.04 -0.83 -0.23
C 23.2439 -21.9166 -8.5164 0.42 -1.41 -1.23
Cl 25.6643 -17.6976 -19.5006 0.31 -0.01 0.11
O 16.6616 -21.2223 -1.2988 2.88 2.35 -2.04
H 26.4805 -30.2596 -10.8380 -0.29 0.30 -0.02
C 23.2412 -21.8731 -12.2754 -0.04 -2.20 -1.68
N 25.4812 -28.4585 -10.2185 0.96 -1.37 -1.47
F 23.6788 -20.8888 -7.8903 0.70 2.21 1.05
H 27.9397 -22.2261 -6.2036 -0.52 -0.45 1.11
H 32.0196 -25.2989 -14.2134 -0.41 -0.68 0.16
C 32.1267 -25.8046 -15.1731 1.36 -0.68 -0.52
C 19.4589 -20.8858 -14.2054 -0.69 0.42 -0.47
H 24.4135 -27.3616 -11.7056 0.19 0.20 0.50
F 24.3298 -22.7772 -8.5936 -1.78 0.41 -0.02
C 28.8927 -22.3630 -5.6924 1.69 -0.59 1.19
O 16.0292 -21.5559 -3.5054 3.52 1.91 3.03
H 24.6355 -22.3255 -13.9091 -0.43 -0.09 -0.21
H 25.2628 -22.5241 -12.3491 0.17 -0.35 0.15
H 24.9041 -26.6725 -9.8826 -0.70 0.53 1.03
H 25.3848 -28.5824 -12.4114 0.97 -0.07 0.48
F 18.0627 -19.1816 -3.6385 -0.02 -0.83 0.94
H 26.8823 -29.6398 -9.2113 0.09 0.14 -0.15
N 20.2460 -19.7963 -14.7625 -0.30 0.41 0.03
F 28.7133 -27.0444 -16.7308 0.31 -1.01 -0.32
C 20.6649 -18.7160 -14.0552 1.43 -0.49 -0.84
C 18.2278 -20.4532 -3.2063 -0.67 -0.68 0.01
H 19.8952 -20.0689 -16.7781 -0.06 -0.21 -0.18
O 30.8165 -26.1334 -15.7857 0.84 0.36 0.88
C 16.8748 -21.1159 -2.6789 -4.68 -2.05 -1.10
F 27.6660 -26.2835 -15.0312 -1.25 -0.77 1.58
H 34.0702 -26.9611 -14.8038 -0.20 0.78 0.32
C 24.3649 -22.7274 -12.9328 0.61 1.37 0.70
C 26.0918 -29.7562 -9.9527 -0.40 0.31 1.36


No. 3
70
Properties=species:S:1:pos:R:3:forces:R:3 method="wB97M-V/def2-TZVPD" lumo_energy_ev="2.611 / 2.612" s_squared=0.75 total_charge=-1 spin_multiplicity=2
O 0.4647 0.0985 -1.8139 1.15 -0.35 -2.00
N 0.6057 -4.0946 -0.9530 -0.16 -0.69 -0.29
N -1.2309 0.1072 4.0288 -0.10 -0.24 0.89
H -0.8786 -5.5660 -1.0408 0.07 -0.10 -0.13
H 1.1046 -5.3736 -2.5321 0.03 -0.06 -0.10
C -1.7925 0.0615 -2.4944 -0.22 0.46 -3.48
Cl -2.2976 0.1988 -0.2255 -0.98 -0.37 7.99
H -1.5634 -2.0154 -2.9213 0.04 -0.10 -0.45
C -0.0984 1.5815 -3.6232 0.00 0.18 -0.15
C 2.8593 -0.0400 -0.5615 -1.88 -1.26 0.91
H 1.2685 4.6372 -3.0541 0.03 0.04 0.03
C 0.5648 2.6135 -2.9681 0.11 -0.10 -0.05
H -2.2559 2.0810 -2.5751 0.10 0.05 0.05
H -0.6862 3.1698 -6.5663 -0.02 0.02 -0.06
H -4.1571 1.6434 -0.9380 0.02 0.02 -0.21
H -4.7448 1.4442 -2.5816 -0.10 0.25 -0.52
Cu 0.0000 0.0000 0.0000 -0.79 1.23 0.36
H -0.1380 -1.6499 4.0462 0.07 -0.02 -0.10
H -3.1767 -1.6039 -2.3536 -0.20 0.06 0.04
H -1.5120 -1.6268 5.1694 -0.12 -0.04 0.06
C -0.5378 1.7987 -4.9257 0.11 0.13 -0.03
C -0.3367 3.0199 -5.5527 -0.01 -0.06 0.01
O 2.0596 -0.3978 0.3208 2.71 -0.09 -0.47
H -1.7278 4.6174 -0.5394 0.44 -0.41 0.24
H 3.0552 2.8680 0.4538 -0.04 0.11 0.23
H -1.3078 1.4290 5.6531 0.11 0.01 0.00
H 3.1452 -0.7272 -1.3689 -0.28 0.09 -0.32
H 3.2737 2.7522 -1.9283 -0.07 -0.04 -0.05
N 3.4641 1.1379 -0.6249 0.59 1.00 0.24
C 3.7399 1.7672 -1.8983 0.44 -0.39 0.09
H 2.3089 -4.1341 -2.1287 0.15 0.05 -0.09
H 3.2948 1.4244 1.4305 -0.11 -0.03 0.04
H -0.1327 -0.5276 -3.6741 0.12 -0.24 -0.30
H 0.0183 4.7216 -0.0834 -0.45 -0.02 0.25
C -4.0381 1.0573 -1.8527 -0.78 -0.16 -0.13
C -0.7009 -1.0378 4.7403 0.13 0.35 -0.07
H -4.3445 0.0386 -1.6007 -0.07 0.21 -0.11
H 4.8139 1.8789 -2.0394 0.24 0.17 -0.09
C 0.7611 3.8406 -3.5851 -0.05 -0.01 -0.15
H 4.6985 2.2200 0.6621 0.20 -0.01 -0.04
C 1.5884 -4.8312 -1.7184 -0.40 0.13 0.13
H 2.1010 -5.5497 -1.0794 0.12 -0.06 0.03
C -0.4633 -4.8489 -0.3343 0.05 0.04 0.15
H 0.4582 5.0074 -5.3648 0.00 0.04 -0.03
H -1.2586 -4.1762 -0.0317 0.06 0.17 0.07
C -2.6243 1.0917 -2.3257 -0.10 0.37 -2.89
O 0.8365 2.4153 1.2445 -0.07 1.01 0.20
C 3.6450 1.9610 0.5580 -0.37 0.12 -0.31
H 3.3404 1.1641 -2.7090 -0.14 0.01 -0.01
H -1.0446 0.9980 -5.4505 -0.07 -0.04 0.01
C 0.6294 -2.7631 -0.8871 -1.09 1.73 1.25
C -1.9166 1.1186 4.8033 -0.28 -0.37 -0.22
H 1.3624 -2.2774 -1.5292 0.19 0.21 -0.04
C -0.9309 4.1720 0.0905 0.26 1.20 0.77
O -0.2139 -0.3658 2.0553 -1.08 0.11 1.39
C 0.3074 4.0509 -4.8804 0.01 0.04 0.02
C -2.1213 -1.3730 -2.2355 0.23 -0.92 -0.48
O -0.1367 -2.0970 -0.1702 1.16 -1.78 -0.66
H -0.0954 -5.3846 0.5414 -0.03 -0.09 0.09
C -0.3494 0.2570 -2.9406 -0.10 0.33 1.51
H -1.8097 -1.6581 -1.2322 -0.29 -0.21 -0.66
H -1.2293 4.2646 1.1579 0.27 0.20 -0.46
H 0.9332 2.4296 -1.9700 -0.10 -0.08 0.00
O -0.7821 2.8428 -0.2426 -0.57 -0.86 -1.08
H -0.0456 -0.7095 5.5471 0.11 -0.03 0.09
C 0.1095 2.0112 0.3525 0.37 -0.94 0.68
H -2.8659 0.7363 5.1800 -0.15 0.02 0.15
H -1.7786 0.9207 2.2260 0.06 0.28 -0.20
C -1.0809 0.2378 2.7080 1.51 -0.35 -1.48
H -2.1129 1.9866 4.1820 0.00 0.05 -0.08


Number 1: largest force on an atom 3.53 eV Å⁻¹, DFT total energy -48179.3365 eV. Number 2: largest force on an atom 5.23 eV Å⁻¹, DFT total energy -108333.4430 eV. Number 3: largest force on an atom 8.06 eV Å⁻¹, DFT total energy -97328.9028 eV.